The following is a DFT calculation (the ωB97M-V functional and the def2-TZVPD basis) of a structure of composition C27H47AsFIrNO5P3STe in a non-equilibrium geometry.

Element x y z (Å)
Ir1 0.103 0.322 -0.543
C1 1.686 -1.482 -4.818
H1 0.602 3.100 2.743
C2 2.581 1.956 -3.107
H2 -0.507 1.123 -4.777
H3 -2.169 -2.864 1.933
C3 -4.082 1.431 -2.665
C4 1.245 -3.512 0.655
C5 -1.535 0.796 -4.623
H4 -0.746 4.148 -0.705
H5 -2.120 0.988 -5.520
H6 1.924 -2.510 -5.104
H7 -1.402 -1.277 3.874
P1 -1.654 -0.542 1.557
H8 3.030 1.626 -4.050
C6 1.802 3.242 -3.302
H9 0.836 -1.165 3.110
F1 0.614 -7.020 1.196
H10 1.060 3.120 -4.089
C7 1.176 -4.860 0.421
C8 -4.273 0.534 1.165
H11 3.392 2.101 -2.380
C9 -0.369 4.001 0.303
H12 4.670 2.565 0.035
S1 2.793 1.623 1.245
H13 3.790 -0.149 2.535
C10 -2.085 -0.598 3.370
H14 1.478 -5.282 -0.526
C11 -4.661 2.847 0.661
H15 0.844 -0.847 -6.693
C12 0.703 -5.698 1.426
C13 -3.294 3.058 0.574
O1 -1.161 2.025 -1.892
H16 4.148 3.615 1.382
C14 -2.363 -2.176 1.112
H17 -2.933 4.039 0.307
H18 -1.124 2.904 3.098
H19 -5.341 3.669 0.488
C15 4.157 0.790 2.131
H20 -3.009 3.611 -4.787
C16 0.302 -5.202 2.663
C17 -5.150 1.585 0.952
H21 -1.416 4.031 -4.129
H22 1.577 -2.846 -0.124
H23 0.699 4.213 0.313
H24 0.103 -3.461 3.866
C18 -0.261 2.451 2.611
H25 -4.243 0.361 -2.588
P2 -0.597 2.250 0.798
O2 2.520 0.731 0.069
C19 0.985 -1.597 2.135
C20 0.874 -2.958 1.911
Te1 4.493 -0.591 -1.430
H26 -0.054 1.488 3.068
H27 -3.100 -0.976 3.478
O3 2.708 -1.054 -3.916
H28 -3.434 -2.106 0.929
C21 -2.400 3.632 -3.884
O4 1.721 0.939 -2.622
H29 2.610 -0.678 -6.578
H30 -2.869 4.291 -3.152
C22 3.818 2.982 0.565
H31 -1.876 -2.543 0.213
C23 -2.407 2.019 0.829
As1 -2.232 1.827 -3.132
H32 -0.074 -5.882 3.410
H33 4.964 0.586 1.432
H34 -0.864 4.679 0.999
H35 -4.291 1.894 -1.702
H36 1.388 -0.965 1.360
H37 1.561 0.459 -5.731
C24 -1.527 -0.683 -1.344
H38 -4.729 1.859 -3.428
C25 -2.902 0.741 1.116
C26 1.671 -0.579 -6.039
O5 1.238 -1.347 -1.831
H39 4.494 1.436 2.934
H40 -4.674 -0.449 1.369
H41 -2.021 0.386 3.825
H42 -1.546 -0.266 -4.393
H43 2.476 4.051 -3.570
H44 0.723 -1.474 -4.300
P3 2.331 -0.556 -2.441
H45 1.281 3.486 -2.379
H46 3.208 3.564 -0.120
C27 0.398 -3.856 2.905
N1 -2.326 -0.791 -2.172
H47 -6.215 1.417 1.008

Atoms 1-2, force components in eV/Å:
0.07 -1.65 1.57
-0.72 -0.21 -0.66

Results
- ⟨S²⟩ = 0.754
- E (eV) = -152870.518
- multiplicity = 2
- highest occupied orbital energy (spin up / spin down) (hartree) = -0.2945 / -0.2940
- charge = +1

---

The following is a DFT calculation (the ωB97M-V functional and the def2-TZVPD basis) of a cluster of 2 separate species, C27H47B2F6INO13PS in total in a non-equilibrium geometry.

Element x y z (Å)
N1 -0.084 6.567 -0.898
I1 2.159 -6.370 -1.448
H1 -1.612 -2.403 -4.548
H2 0.985 -5.916 1.271
C1 -1.592 -2.350 0.815
H3 -4.481 -2.546 1.918
F1 1.703 0.391 1.195
C2 1.820 -4.984 -4.130
H4 -2.669 -4.438 -0.565
O1 -0.255 -0.387 -2.828
H5 -0.364 4.501 -0.693
F2 0.174 2.202 3.987
C3 -0.225 -2.839 -1.497
H6 1.078 -4.519 -4.886
H7 2.190 7.692 0.509
H8 2.019 -6.053 -4.468
H9 1.211 -2.817 -3.157
C4 -0.182 6.806 -3.452
H10 -1.251 -2.106 4.658
H11 -4.213 -2.027 3.663
C5 2.748 -4.747 2.199
H12 4.579 3.747 2.984
H13 -1.417 -5.684 1.918
S1 0.165 -0.984 -1.484
C6 -3.637 -3.586 -2.984
H14 1.779 3.991 0.292
H15 -4.420 -3.808 3.239
H16 3.909 7.279 0.539
C7 -0.888 6.858 -2.087
C8 0.864 0.345 2.357
C9 -0.924 -2.917 3.900
H17 -4.295 1.758 -0.021
H18 -2.753 1.975 -0.992
C10 1.004 -4.964 -2.714
H19 0.598 -4.873 2.718
H20 2.747 -4.321 -4.088
H21 -3.427 -0.479 1.542
H22 -2.587 -2.453 0.219
H23 -3.894 -3.326 -4.062
H24 -4.300 1.366 -1.824
C11 -3.930 -2.821 2.896
H25 -0.949 6.979 -4.215
H26 -3.094 -4.604 -2.972
H27 2.386 -2.670 0.399
H28 2.147 7.908 -2.091
C12 0.454 5.208 -0.866
O2 -1.170 -3.115 -4.035
C13 -1.566 -4.692 -0.319
F3 3.621 1.333 3.068
C14 1.052 -3.458 -2.204
F4 1.495 -0.637 3.206
O3 2.124 4.304 4.421
H29 0.175 -2.746 3.653
O4 4.307 3.802 3.930
C15 2.069 7.540 -3.114
H30 -4.598 -3.757 -2.370
H31 1.097 5.330 1.217
F5 1.168 2.742 2.013
H32 -2.505 1.034 0.970
H33 -1.220 -5.337 -1.215
C16 1.194 -4.889 1.722
C17 -0.616 -0.139 2.111
H34 2.307 6.474 -3.158
C18 -3.672 1.297 -0.879
O5 -2.199 -6.926 0.501
B1 0.668 -3.625 0.863
C19 -1.714 -5.799 0.823
H35 2.841 6.636 1.801
O6 -2.820 -2.552 -2.322
H36 2.059 -3.324 -1.655
C20 -1.251 -0.809 0.766
C21 2.551 1.880 3.805
C22 2.906 6.900 0.742
C23 2.929 3.434 4.070
C24 1.112 1.750 3.057
O7 -3.303 -0.093 -0.594
O8 1.679 -0.800 -1.492
C25 1.500 5.047 0.239
C26 -2.736 -0.074 0.738
O9 -1.435 0.065 3.053
H37 0.936 4.950 -1.815
H38 0.685 7.228 -0.868
H39 -1.750 6.183 -2.103
P1 -2.121 -3.008 2.505
O10 -0.636 -0.170 -0.339
O11 2.693 5.764 -0.084
C27 -0.652 -3.410 -0.037
H40 -1.284 7.870 -1.954
F6 2.544 1.251 5.082
O12 1.597 -2.491 0.967
H41 -0.961 -3.902 4.503
H42 2.765 -3.809 2.874
O13 0.785 7.832 -3.643
H43 0.241 5.821 -3.674
H44 2.810 8.080 -3.708
B2 -1.439 -2.848 -2.625
H45 -0.018 -5.386 -2.974
H46 3.472 -4.627 1.331
H47 3.034 -5.612 2.907

Atoms 1-2, force components in eV/Å:
-0.01 -0.17 -0.15
-0.79 0.59 -0.34

Results
- E (eV) = -102742.957
- highest occupied orbital energy (hartree) = -0.2941
- structure (SMILES) = CCB(O)[C@@]1(CC=O)[C@@H](P(C)C)[C@@](COC)(C(=O)C(F)(F)C(F)(F)C(F)(F)C(=O)O)OS(=O)(=O)[C@]1(C[C@@H](C)I)B(O)OC.COCCNCCOC

---

The following is a DFT calculation (the ωB97M-V functional and the def2-TZVPD basis) of a structure of composition C27H47BCl2F5O15Pt in a non-equilibrium geometry.

Element x y z (Å)
H1 2.996 -1.407 -5.779
H2 4.527 -0.996 -6.409
C1 -0.579 -4.273 -5.527
H3 -6.564 -5.339 7.301
H4 0.294 2.166 -8.239
O1 -1.155 4.143 2.047
C2 7.417 -1.348 -0.530
H5 -1.521 -4.660 3.624
O2 3.774 -0.059 -4.571
C3 -1.063 2.389 4.280
C4 -2.161 6.845 2.713
H6 -4.751 -2.428 -2.178
H7 -3.098 8.825 2.629
H8 -0.330 2.300 3.478
H9 -4.650 -6.331 8.321
C5 3.327 6.452 3.082
C6 -3.057 1.338 -2.759
O3 -1.880 1.523 -2.361
C7 -2.661 -4.943 6.124
C8 -4.513 -5.549 7.574
C9 -1.568 -4.402 -6.463
H10 -3.947 -2.771 -0.708
C10 -3.160 7.942 3.265
H11 2.624 2.364 -7.618
C11 -0.902 -4.926 4.481
F1 2.715 0.215 0.357
C12 5.800 1.419 5.045
H12 -0.125 -5.572 4.073
O4 -1.619 -5.552 5.553
H13 0.019 0.723 -7.222
H14 1.517 2.643 -6.398
H15 6.351 -1.528 -0.672
O5 3.608 5.288 3.853
C13 -2.142 -6.634 -5.631
C14 -5.710 -5.609 6.681
F2 1.441 -1.357 -0.622
O6 3.662 3.753 2.162
O7 -3.779 2.097 -3.609
H16 5.214 1.632 3.103
F3 1.571 -1.181 1.707
C15 -4.404 -1.951 -1.261
H17 4.215 6.978 2.732
H18 -2.982 8.142 4.321
F4 -2.858 -7.810 -5.801
C16 2.898 0.890 -4.895
H19 -1.179 7.318 2.697
H20 0.381 -5.164 -3.866
C17 -1.680 4.395 3.163
C18 4.764 1.888 4.062
C19 -3.123 3.211 -4.074
H21 -1.739 1.559 4.073
H22 -3.588 3.592 -4.983
C20 -3.415 -0.779 -1.537
C21 0.758 1.288 -7.789
H23 -2.086 3.047 -4.370
H24 -5.633 -4.838 5.915
Pt1 1.052 2.845 -0.683
H25 5.620 1.916 5.999
H26 -0.839 -7.285 -4.019
O8 -3.140 -3.842 5.923
H27 -1.793 -3.521 -7.046
H28 -2.456 6.547 1.706
C22 -1.145 -6.477 -4.668
H29 5.809 0.330 5.086
H30 -4.161 7.594 3.010
H31 -3.127 -0.294 -0.605
H32 -0.376 -4.025 4.796
H33 -0.644 2.232 5.273
C23 -0.341 -5.353 -4.647
O9 -3.925 0.244 -2.377
C24 1.976 1.814 -6.936
O10 4.570 3.234 4.237
H34 -5.291 -1.592 -0.738
H35 1.095 0.691 -8.637
C25 3.932 4.077 3.299
H36 -3.171 4.064 -3.397
B1 1.539 -0.574 0.482
H37 3.832 1.353 4.240
O11 -2.265 5.685 3.522
Cl1 8.093 -2.327 0.726
H38 6.841 1.508 4.734
O12 2.493 1.759 -4.102
H39 4.553 -1.995 -4.948
O13 -1.723 3.611 4.207
O14 2.592 0.808 -6.145
O15 -3.224 -5.881 6.946
H40 -5.836 -6.608 6.264
C26 -2.338 -5.601 -6.509
H41 -4.373 -4.616 8.119
H42 2.688 6.158 2.249
C27 4.019 -1.199 -5.466
F5 0.450 0.197 0.455
H43 -3.090 -5.766 -7.267
H44 7.891 -1.701 -1.445
H45 -0.029 -3.345 -5.460
H46 2.740 7.137 3.694
H47 -2.503 -1.160 -1.998
Cl2 7.751 0.404 -0.414

Atoms 1-2, force components in eV/Å:
0.21 -1.15 -0.01
0.37 0.70 0.32

Results
- ⟨S²⟩ = 2.043
- E (eV) = -102017.603
- multiplicity = 3
- highest occupied orbital energy (spin up / spin down) (hartree) = -0.4290 / -0.4290
- charge = +1

---

The following is a DFT calculation (the ωB97M-V functional and the def2-TZVPD basis) of a structure of composition C27H47BIO5Zr in a non-equilibrium geometry.

Element x y z (Å)
C1 -5.850 0.152 0.528
H1 2.761 0.444 1.576
C2 5.152 0.561 0.506
C3 4.602 -0.722 -0.099
C4 -6.180 1.556 -1.654
C5 -7.208 -1.383 -1.058
C6 0.883 1.846 -0.939
H2 -6.607 -2.322 1.265
H3 -4.405 -2.272 -1.397
H4 4.364 1.281 0.696
C7 2.562 0.593 -2.046
B1 4.176 -3.012 0.705
C8 -1.641 3.052 0.028
C9 -5.694 -2.292 0.671
H5 2.008 0.711 -2.979
H6 0.407 2.238 -1.845
H7 0.340 0.924 -0.692
H8 0.788 2.322 1.201
H9 -5.656 -3.238 0.142
O1 2.923 -2.416 0.178
H10 5.585 0.288 1.469
C10 -5.620 1.500 -0.223
H11 -6.807 0.220 1.039
Zr1 5.035 -2.856 -1.935
H12 -4.305 3.112 -2.049
H13 1.567 3.508 0.197
H14 -2.078 3.991 -1.873
C11 -4.273 1.980 -0.148
C12 -5.855 -1.117 -0.344
O2 -0.492 3.614 0.077
C13 5.784 -5.067 3.126
H15 5.531 2.375 -3.217
H16 7.068 1.475 0.277
C14 -3.729 2.842 -1.182
C15 -2.149 2.182 1.054
H17 -1.524 1.978 1.911
H18 3.611 0.745 -2.305
H19 -7.858 -0.533 -0.857
H20 6.378 -3.302 2.097
H21 -7.719 -2.243 -0.645
O3 5.161 -1.956 0.313
H22 6.359 3.222 -0.988
H23 1.384 -1.090 -1.435
H24 1.220 -0.125 0.839
H25 -7.492 2.583 0.305
H26 3.904 -2.288 2.775
H27 -4.851 -2.138 1.341
C16 -6.454 2.635 0.613
C17 4.206 -3.219 2.298
H28 6.702 0.379 -1.027
C18 -3.397 1.683 0.975
H29 -4.885 -0.884 -2.314
H30 2.170 -1.156 1.875
H31 -5.600 0.999 -2.379
H32 4.841 -0.604 -1.186
H33 2.914 -1.526 -2.173
H34 4.272 -4.039 -0.008
C19 6.270 1.139 -0.381
C20 -2.483 3.350 -1.104
C21 2.236 -0.388 1.115
C22 2.441 -0.822 -1.459
H35 4.854 -5.467 3.515
H36 -5.124 -0.011 1.315
C23 5.824 2.317 -1.265
H37 6.055 -5.567 2.199
H38 -7.105 -1.420 -2.138
C24 -4.657 -1.219 -1.306
H39 -6.194 2.591 -1.987
H40 -7.216 1.247 -1.680
H41 -3.769 -0.737 -0.878
C25 5.620 -3.569 2.825
C26 0.739 2.810 0.232
O4 6.171 1.985 -2.617
H42 3.514 -4.003 2.595
H43 -6.035 3.611 0.393
C27 3.029 -1.003 -0.048
H44 -6.316 2.431 1.668
I1 5.986 -2.396 4.587
H45 6.567 -5.210 3.861
O5 2.250 1.639 -1.136
H46 4.745 2.438 -1.173
H47 -3.733 1.060 1.786

Atoms 1-2, force components in eV/Å:
-0.63 0.06 -0.13
-0.24 0.30 -0.08

Results
- E (eV) = -49021.049
- highest occupied orbital energy (hartree) = -0.5311
- charge = +3